Entry 1:
{
  "formula": "CHF3O2S",
  "method": "ωB97M-V/def2-TZVPD",
  "symbols": ["S", "F", "F", "F", "O", "O", "C", "H"],
  "positions_angstrom": [[-1.121, 0.549, 0.031], [1.969, 0.389, -0.390], [1.168, -1.547, -1.087], [1.285, -1.065, 1.081], [-2.033, -0.496, -0.324], [-1.180, 1.754, -0.729], [1.086, -0.615, -0.130], [-1.174, 1.031, 1.549]],
  "atomic_forces_ev_per_a": [[1.7, -0.8, 0.9], [-1.0, -1.3, 0.2], [-0.4, 0.9, 1.3], [0.0, -0.5, -0.2], [0.0, -0.1, 0.9], [0.6, 0.5, 0.2], [-1.0, 2.6, -0.7], [0.1, -1.2, -2.5]],
  "e_above_lowest_kcal_mol": 73.5,
  "orbital_gap_ev": [8.64, 8.64],
  "e_tot_ha": -886.84732
}

***

Entry 2:
{
  "formula": "CHF4FeNO5S2",
  "method": "ωB97M-V/def2-TZVPD",
  "symbols": ["Fe", "S", "S", "F", "F", "F", "F", "O", "O", "O", "O", "O", "N", "C", "H"],
  "positions_angstrom": [[1.127, 0.842, 1.986], [1.906, 1.024, -0.379], [-0.437, -0.594, -1.284], [-2.633, -0.241, 0.082], [0.549, -2.456, 0.106], [-2.084, 1.444, -1.135], [-1.030, 1.058, 0.709], [-0.671, -2.075, -0.464], [0.198, -0.170, 3.116], [3.292, 0.552, -0.582], [-1.132, -0.939, -2.511], [1.589, 2.318, -1.027], [1.000, -0.192, -1.291], [-1.639, 0.517, -0.323], [-0.035, -1.090, 2.995]],
  "atomic_forces_ev_per_a": [[-0.6, -0.7, 1.1], [1.1, -0.1, -5.3], [-2.7, -2.1, -2.2], [0.3, 0.1, 0.1], [0.1, 0.1, 0.4], [0.4, -0.1, 0.1], [0.7, 0.7, 1.0], [0.4, 1.1, -0.1], [0.8, 1.0, -0.8], [-1.7, 0.2, 1.6], [1.3, 1.2, 1.9], [-0.3, -1.6, 2.0], [1.4, 1.4, 1.5], [-1.1, -0.9, -1.3], [-0.1, -0.4, 0.1]],
  "orbital_gap_ev": [10.27, 6.49],
  "s_squared": 8.7734,
  "spin_multiplicity": 6,
  "e_tot_ha": -2928.57271,
  "charge": 1
}

***

Entry 3:
{
  "formula": "CHF4N2",
  "method": "ωB97M-V/def2-TZVPD",
  "symbols": ["F", "F", "F", "F", "N", "N", "C", "H"],
  "positions_angstrom": [[-3.114, 2.324, 1.930], [-1.589, 1.225, -2.189], [-1.044, 1.690, 2.236], [-2.642, -1.083, 1.085], [-2.004, 1.748, 1.354], [-1.505, 1.848, -1.035], [-1.800, 1.682, 0.084], [-3.154, -1.846, 1.265]],
  "atomic_forces_ev_per_a": [[1.5, -0.8, -1.4], [0.1, 0.1, 1.3], [0.5, -0.3, 0.1], [-0.3, -0.2, 0.0], [-1.5, 0.9, -0.2], [0.2, 0.5, -2.3], [-0.7, -0.4, 2.6], [0.3, 0.3, -0.1]],
  "e_above_lowest_kcal_mol": 52.2,
  "orbital_gap_ev": 10.65,
  "e_tot_ha": -547.03136,
  "charge": 1
}

***

Entry 4:
{
  "formula": "CHF4PS2",
  "method": "ωB97M-V/def2-TZVPD",
  "symbols": ["S", "S", "P", "F", "F", "F", "F", "C", "H"],
  "positions_angstrom": [[-2.385, 2.085, 0.044], [-0.813, 1.565, -1.159], [-0.094, -1.434, -1.049], [-0.030, -0.621, 1.420], [1.783, -0.096, 0.240], [1.266, -1.464, -1.899], [1.374, -2.170, 1.061], [0.857, -1.025, 0.508], [-1.959, 3.159, 0.835]],
  "atomic_forces_ev_per_a": [[0.7, 0.4, -0.3], [-0.8, 0.0, 0.7], [0.4, 0.6, -0.1], [0.0, 0.9, 0.4], [0.0, -0.6, 1.0], [-0.4, -0.1, -0.4], [0.7, 1.0, -0.6], [-0.9, -1.1, -0.2], [0.2, -1.1, -0.6]],
  "e_above_lowest_kcal_mol": 45.8,
  "orbital_gap_ev": [6.50, 7.64],
  "e_tot_ha": -1575.85401
}

***

Entry 5:
{
  "formula": "CHFIN",
  "method": "ωB97M-V/def2-TZVPD",
  "symbols": ["I", "F", "N", "C", "H"],
  "positions_angstrom": [[0.530, -2.013, -0.291], [0.368, 0.184, 1.551], [-0.471, 1.006, -0.284], [0.150, -0.071, 0.291], [-0.576, 0.894, -1.266]],
  "atomic_forces_ev_per_a": [[0.1, 0.1, -0.1], [0.7, -0.9, 1.2], [3.2, -4.7, 2.6], [-3.8, 6.1, -2.5], [-0.3, -0.5, -1.1]],
  "e_above_lowest_kcal_mol": 8.4,
  "orbital_gap_ev": 10.17,
  "smiles": "[H]/N=C(/F)I",
  "e_tot_ha": -490.97770
}

***

Entry 6:
{
  "formula": "CHFN2O",
  "method": "ωB97M-V/def2-TZVPD",
  "symbols": ["F", "O", "N", "N", "C", "H"],
  "positions_angstrom": [[-0.584, 0.976, -0.710], [3.566, 1.191, -1.291], [1.487, 0.449, 0.140], [3.346, 1.252, -2.402], [0.706, 0.643, -0.769], [0.936, 0.739, -1.803]],
  "atomic_forces_ev_per_a": [[-0.8, -0.1, 1.0], [0.5, 0.0, 0.6], [0.7, -0.6, 1.7], [-0.1, 0.1, -0.8], [-1.3, 1.0, -1.6], [0.9, -0.4, -0.9]],
  "e_above_lowest_kcal_mol": 72.0,
  "orbital_gap_ev": [11.78, 6.71],
  "e_tot_ha": -323.15110
}

***

Entry 7:
{
  "formula": "CHFNO2",
  "method": "ωB97M-V/def2-TZVPD",
  "symbols": ["F", "O", "O", "N", "C", "H"],
  "positions_angstrom": [[0.191, 0.824, -1.856], [0.039, -2.050, 0.573], [-1.324, -0.322, 1.263], [1.004, 0.857, -0.445], [-0.608, -1.110, 0.822], [0.698, 1.802, -0.357]],
  "atomic_forces_ev_per_a": [[0.5, -0.4, 0.7], [-0.2, 0.3, -0.4], [-0.9, 0.7, 0.1], [-0.5, -1.1, -1.3], [1.2, -0.7, 0.2], [-0.1, 1.2, 0.7]],
  "e_above_lowest_kcal_mol": 21.9,
  "orbital_gap_ev": 5.83,
  "e_tot_ha": -343.75539,
  "charge": -1
}

***

Entry 8:
{
  "formula": "CHFeLiO2",
  "method": "ωB97M-V/def2-TZVPD",
  "symbols": ["Fe", "O", "O", "C", "Li", "H"],
  "positions_angstrom": [[-0.331, 1.770, 1.617], [1.522, 0.090, -0.937], [-0.507, 0.514, 0.160], [0.513, -0.418, -0.550], [0.136, -2.414, 0.062], [-1.333, 0.459, -0.352]],
  "atomic_forces_ev_per_a": [[0.3, 1.8, 1.9], [-3.2, -2.3, 1.1], [0.6, -2.3, -2.3], [2.7, 4.2, -0.6], [0.0, -1.2, 0.1], [-0.4, -0.1, -0.2]],
  "orbital_gap_ev": [6.69, 6.83],
  "s_squared": 12.0114,
  "spin_multiplicity": 7,
  "e_tot_ha": -1459.56930,
  "charge": 2
}

***

Entry 9:
{
  "formula": "CHHgLiO",
  "method": "ωB97M-V/def2-TZVPD",
  "symbols": ["Hg", "O", "C", "Li", "H"],
  "positions_angstrom": [[2.767, -1.336, -0.145], [0.705, -0.492, -0.057], [0.986, 0.196, -1.036], [-1.533, 0.401, 0.296], [-2.924, 1.231, 0.942]],
  "atomic_forces_ev_per_a": [[0.5, 0.0, -0.2], [-1.2, 0.4, 0.1], [0.3, -0.3, 0.2], [-0.2, 0.3, 0.1], [0.5, -0.3, -0.2]],
  "e_above_lowest_kcal_mol": 14.4,
  "orbital_gap_ev": [6.29, 2.81],
  "s_squared": 2.0056,
  "spin_multiplicity": 3,
  "e_tot_ha": -274.67267
}

***

Entry 10:
{
  "formula": "CHHgLiO2",
  "method": "ωB97M-V/def2-TZVPD",
  "symbols": ["Hg", "O", "O", "C", "Li", "H"],
  "positions_angstrom": [[2.422, -0.194, 0.029], [-0.836, -0.990, -1.235], [0.588, 0.444, -0.044], [-0.767, -0.280, -0.277], [-1.801, -0.378, 1.572], [0.394, 1.397, -0.045]],
  "atomic_forces_ev_per_a": [[4.2, -1.4, 0.0], [0.9, 1.8, 2.1], [-2.6, 2.2, -0.3], [-2.5, -2.5, -1.5], [-0.2, 0.0, -0.2], [0.1, 0.0, 0.1]],
  "e_above_lowest_kcal_mol": 55.3,
  "orbital_gap_ev": [8.40, 7.41],
  "s_squared": 0.7551,
  "spin_multiplicity": 2,
  "e_tot_ha": -349.81028,
  "charge": 1
}

***

Entry 11:
{
  "formula": "CHI2O3S",
  "method": "ωB97M-V/def2-TZVPD",
  "symbols": ["I", "I", "S", "O", "O", "O", "C", "H"],
  "positions_angstrom": [[-1.513, 0.538, 1.235], [2.070, 1.157, 1.757], [-3.853, -0.228, 1.002], [-4.638, 0.916, 1.508], [-4.035, -0.604, -0.356], [-3.850, -1.308, 1.959], [0.626, 1.098, 0.215], [1.025, 0.046, -0.247]],
  "atomic_forces_ev_per_a": [[0.9, 0.6, 0.6], [0.2, 0.0, 0.7], [-3.2, 0.3, 2.2], [1.5, -0.8, -1.2], [0.2, 0.1, -1.2], [0.5, -0.3, -0.1], [1.1, -1.9, -1.9], [-1.3, 1.9, 0.8]],
  "e_above_lowest_kcal_mol": 85.2,
  "orbital_gap_ev": [6.62, 6.62],
  "e_tot_ha": -1257.95496,
  "charge": -1
}

***

Entry 12:
{
  "formula": "CHI3S",
  "method": "ωB97M-V/def2-TZVPD",
  "symbols": ["I", "I", "I", "S", "C", "H"],
  "positions_angstrom": [[-0.916, -0.550, -1.863], [1.805, 1.646, 0.778], [2.761, -1.743, 0.421], [-2.109, 0.660, -0.186], [1.792, -0.250, 1.549], [-3.332, 0.237, -0.699]],
  "atomic_forces_ev_per_a": [[0.1, 0.1, 0.1], [0.1, 0.1, -0.3], [-0.2, 0.6, 0.1], [-1.0, -0.5, -0.7], [0.0, -0.7, 0.2], [1.0, 0.5, 0.6]],
  "e_above_lowest_kcal_mol": 69.5,
  "orbital_gap_ev": 7.17,
  "e_tot_ha": -1329.84090
}

***

Entry 13:
{
  "formula": "CHIS2",
  "method": "ωB97M-V/def2-TZVPD",
  "symbols": ["I", "S", "S", "C", "H"],
  "positions_angstrom": [[-2.476, 0.528, -0.001], [0.431, -0.902, 0.006], [2.449, -1.956, -0.004], [-0.435, 0.684, 0.001], [0.032, 1.647, -0.001]],
  "atomic_forces_ev_per_a": [[-0.1, 0.5, -0.1], [-2.1, 3.3, 0.4], [0.8, -0.3, -0.2], [1.2, -4.0, -0.1], [0.2, 0.5, 0.0]],
  "e_above_lowest_kcal_mol": 20.2,
  "orbital_gap_ev": [5.54, 6.25],
  "s_squared": 2.0628,
  "spin_multiplicity": 3,
  "e_tot_ha": -1132.60191
}

***

Entry 14:
{
  "formula": "CHN2",
  "method": "ωB97M-V/def2-TZVPD",
  "symbols": ["N", "N", "C", "H"],
  "positions_angstrom": [[-1.212, 0.016, 0.106], [-2.262, 0.642, -0.033], [-2.293, -0.760, -0.030], [0.439, 0.016, -0.003]],
  "atomic_forces_ev_per_a": [[5.2, -0.4, -0.7], [-0.2, 2.2, 0.1], [-1.0, -2.1, 0.1], [-4.0, 0.4, 0.5]],
  "e_above_lowest_kcal_mol": 91.9,
  "orbital_gap_ev": [8.93, 8.94],
  "e_tot_ha": -147.59713,
  "charge": 1
}

***

Entry 15:
{
  "formula": "CHN2O3",
  "method": "ωB97M-V/def2-TZVPD",
  "symbols": ["O", "O", "O", "N", "N", "C", "H"],
  "positions_angstrom": [[-2.094, -1.205, 0.032], [1.713, 1.315, 0.075], [-0.257, 1.507, 0.919], [0.692, 1.229, 0.432], [0.140, -0.572, -0.382], [-0.987, -1.009, -0.163], [0.793, -1.265, -0.913]],
  "atomic_forces_ev_per_a": [[0.0, -0.4, 0.3], [5.0, 0.3, -1.6], [-2.7, 0.9, 1.6], [-2.1, -0.3, 0.4], [2.5, -2.4, -1.6], [-1.4, 0.3, -0.2], [-1.3, 1.7, 1.2]],
  "e_above_lowest_kcal_mol": 51.1,
  "orbital_gap_ev": 9.85,
  "e_tot_ha": -373.47699,
  "charge": 1
}

***

Entry 16:
{
  "formula": "CHN2O3",
  "method": "ωB97M-V/def2-TZVPD",
  "symbols": ["O", "O", "O", "N", "N", "C", "H"],
  "positions_angstrom": [[4.298, 0.577, 0.018], [0.957, -2.433, 0.003], [2.137, -0.184, -0.029], [-0.417, -0.692, 0.010], [0.373, -1.490, 0.001], [3.233, 0.202, -0.006], [-0.734, 0.269, 0.000]],
  "atomic_forces_ev_per_a": [[1.7, 0.6, 0.0], [1.5, -2.0, 0.0], [-0.3, 0.3, 0.0], [-0.3, -0.5, 0.0], [-2.4, 1.2, 0.0], [-0.4, -0.2, 0.0], [0.3, 0.5, 0.0]],
  "e_above_lowest_kcal_mol": 12.4,
  "orbital_gap_ev": 11.38,
  "e_tot_ha": -373.53869,
  "charge": 1
}

***

Entry 17:
{
  "formula": "CHN2P",
  "method": "ωB97M-V/def2-TZVPD",
  "symbols": ["P", "N", "N", "C", "H"],
  "positions_angstrom": [[1.058, -1.061, -0.716], [0.136, 0.495, 0.325], [-2.274, 0.964, 0.133], [-1.160, 0.646, 0.210], [2.240, -1.045, 0.047]],
  "atomic_forces_ev_per_a": [[-3.5, 4.1, 2.6], [3.3, -4.6, -2.1], [-0.6, -0.1, 0.1], [0.7, 0.1, -0.8], [0.1, 0.5, 0.2]],
  "e_above_lowest_kcal_mol": 50.8,
  "orbital_gap_ev": [6.51, 6.50],
  "smiles": "[H]/P=N/C#N",
  "e_tot_ha": -489.41454
}

***

Entry 18:
{
  "formula": "CHN3O2",
  "method": "ωB97M-V/def2-TZVPD",
  "symbols": ["O", "O", "N", "N", "N", "C", "H"],
  "positions_angstrom": [[0.355, -1.824, 0.015], [-1.508, -0.674, 0.074], [0.824, 1.662, 0.186], [-0.102, -0.703, 0.028], [1.784, 0.915, -0.007], [0.495, 0.399, -0.343], [-1.849, 0.224, 0.048]],
  "atomic_forces_ev_per_a": [[0.1, -0.3, 0.2], [-0.2, -0.9, 0.3], [-0.4, 0.7, 0.3], [-0.6, 0.3, -0.5], [0.0, -0.4, -0.2], [0.7, 0.0, -0.1], [0.4, 0.6, -0.1]],
  "e_above_lowest_kcal_mol": 147.4,
  "orbital_gap_ev": [8.99, 8.99],
  "smiles": "[O-][N+](O)=c1nn1",
  "e_tot_ha": -353.19822
}

***

Entry 19:
{
  "formula": "CHN3O3",
  "method": "ωB97M-V/def2-TZVPD",
  "symbols": ["O", "O", "O", "N", "N", "N", "C", "H"],
  "positions_angstrom": [[-0.066, 1.343, 0.713], [-0.096, 0.513, -1.972], [-0.049, -0.733, 1.126], [0.798, -1.413, -0.736], [-0.599, 0.125, 0.247], [0.842, -1.537, 0.419], [-0.004, -0.162, -0.971], [-0.827, 1.863, 1.174]],
  "atomic_forces_ev_per_a": [[-2.1, 2.4, 0.5], [0.4, -1.8, 2.0], [0.0, -1.6, 1.2], [-0.5, 2.4, -4.9], [-0.3, 1.7, 1.3], [0.8, -2.7, 5.1], [0.0, 1.1, -3.8], [1.7, -1.6, -1.3]],
  "e_above_lowest_kcal_mol": 35.6,
  "orbital_gap_ev": 10.45,
  "smiles": "O=c1nnon1O",
  "e_tot_ha": -428.50775
}

***

Entry 20:
{
  "formula": "CHN4O",
  "method": "ωB97M-V/def2-TZVPD",
  "symbols": ["O", "N", "N", "N", "N", "C", "H"],
  "positions_angstrom": [[0.183, -2.274, 0.051], [1.381, 0.091, 0.011], [0.294, -0.628, -0.048], [1.009, 1.327, 0.044], [-0.318, 1.428, 0.021], [-0.764, 0.185, -0.030], [-1.786, -0.129, -0.049]],
  "atomic_forces_ev_per_a": [[0.4, 4.6, -0.4], [0.5, -0.6, 0.0], [-1.3, -4.8, 0.5], [0.4, 0.8, 0.0], [-0.6, 0.2, 0.0], [0.7, 0.0, 0.0], [-0.1, -0.2, 0.0]],
  "e_above_lowest_kcal_mol": 23.8,
  "orbital_gap_ev": 9.00,
  "smiles": "[O-]n1cnnn1",
  "e_tot_ha": -332.89333,
  "charge": -1
}